1.
Computed, not measured: 3 unconnected molecules or ions with the total composition C31H55IN2O10P2 at a distorted geometry, with ωB97M-V with the def2-TZVPD basis set.

```
101
Properties=species:S:1:pos:R:3:forces:R:3
C 5.41894 -1.60431 2.35548 -0.3 -0.8 0.7
O 5.54888 -0.21940 1.80498 -1.6 -1.3 -0.2
C 4.27853 0.19936 1.19237 -0.4 -0.9 -0.9
C 4.34985 1.61958 0.36728 1.4 0.1 0.4
C 4.78039 2.91803 1.32453 1.2 -0.5 -0.5
C 4.65700 4.36276 0.55797 0.1 -0.8 -0.2
C 3.13699 4.96812 0.45452 0.6 0.9 0.1
C 2.14378 4.57389 1.69781 -0.6 2.3 -0.3
N 1.23464 3.36434 1.39479 -2.4 -4.1 0.0
C 0.10794 3.39930 0.36470 -0.4 -3.9 1.3
C -0.86149 2.06839 0.08692 2.8 -0.5 2.6
C -0.63284 0.66831 0.94689 2.5 2.5 0.9
C -1.49818 -0.71363 0.74425 -2.0 -2.8 -0.9
C -2.37033 -0.94678 -0.65730 0.0 -2.8 2.9
C -3.22811 -2.33232 -0.91053 2.4 1.7 3.1
N -3.25748 -3.43679 0.16643 1.5 4.1 0.4
C -4.07943 -4.69193 -0.17288 1.0 -0.9 -0.6
C -3.04710 -5.79770 -0.88385 -4.6 -6.0 -3.3
O -3.65067 -6.86199 -1.48091 4.4 7.7 4.3
I -0.86261 -5.53565 -0.90141 -1.6 -0.2 0.0
C -2.49949 -3.27662 1.49833 0.6 2.5 -2.0
C -1.56999 -1.94174 1.85286 -2.0 0.0 -3.7
C 0.60672 0.71521 2.06202 -1.1 3.6 -2.6
C 1.47128 2.11039 2.21613 -2.7 -1.4 -1.9
H 6.44877 -2.17719 2.39210 -2.0 1.7 -0.3
H 4.67338 -2.27523 1.73583 1.5 1.5 0.9
H 5.00222 -1.60235 3.47047 0.8 0.3 -2.3
H 3.99945 -0.64789 0.39913 0.3 1.8 1.6
H 3.45931 0.15977 2.02995 1.2 0.4 -1.4
H 3.38403 1.81774 -0.26710 1.6 -0.5 1.4
H 5.23494 1.49502 -0.42367 -2.0 0.3 1.7
H 5.94421 2.75597 1.53542 -2.6 0.4 -0.3
H 4.26613 2.89670 2.38178 0.9 0.1 -2.1
H 5.04353 4.20214 -0.54589 -0.7 0.4 2.2
H 5.38590 5.11163 1.08540 -1.6 -1.3 -1.0
H 3.24962 6.15618 0.48473 -0.4 -2.6 0.0
H 2.65927 4.72490 -0.59009 0.7 0.3 2.1
H 1.38934 5.48789 1.83142 1.5 -2.1 -0.3
H 2.68998 4.46893 2.73816 -1.2 -0.3 -2.3
H -0.13341 4.35882 -0.26836 0.9 -1.9 1.6
H -1.72121 2.09492 -0.73270 2.2 0.3 2.0
H -2.34506 -0.07001 -1.43343 -0.2 -2.2 1.4
H -3.84791 -2.49188 -1.91644 1.5 0.2 2.6
H -4.52987 -5.17553 0.79456 0.9 1.1 -1.9
H -4.91050 -4.47491 -0.99405 1.9 -0.3 2.0
H -2.60550 -4.19461 2.24809 0.2 2.3 -1.8
H -0.97440 -1.84179 2.87435 -1.7 -0.5 -2.4
H 0.87501 -0.21128 2.73404 -0.5 2.2 -1.5
H 2.33142 2.11847 3.02012 -1.9 0.3 -2.0
O 5.32148 3.86967 -3.81912 1.4 -4.2 -1.1
P 6.13671 3.86077 -5.13550 -1.6 9.9 -0.4
O 7.14634 5.09266 -4.68114 0.2 -0.7 0.4
C 8.16500 4.81010 -3.73831 0.4 0.3 0.1
C 9.26939 3.96987 -4.34962 0.1 -0.1 0.1
O 5.05809 4.78812 -6.00126 0.0 -1.5 -0.3
C 3.69249 4.85521 -5.62071 -0.3 0.2 0.2
C 3.44762 6.02425 -4.68058 0.1 0.3 0.1
O 7.04755 3.85082 -6.60628 -0.5 -3.3 1.8
C 7.34217 2.55827 -7.11506 0.2 -0.5 -0.7
C 6.09522 1.72223 -7.33104 -0.1 0.0 -0.2
H 7.74027 4.31781 -2.85776 0.0 0.0 0.0
H 8.57897 5.77011 -3.41362 -0.2 -0.1 -0.1
H 8.92129 2.94651 -4.52134 0.1 -0.1 0.0
H 10.13408 3.92080 -3.68005 -0.1 0.0 -0.1
H 9.58875 4.37796 -5.31004 0.0 0.0 0.1
H 3.36314 3.90654 -5.18449 0.1 0.2 0.1
H 3.10306 5.00116 -6.53204 0.2 0.0 0.0
H 4.15231 6.03723 -3.84245 -0.1 -0.2 -0.1
H 2.43101 5.99167 -4.27966 0.0 0.0 -0.1
H 3.58350 6.97301 -5.20956 -0.1 -0.1 0.0
H 8.02871 2.04959 -6.43344 0.1 -0.1 -0.1
H 7.86077 2.69381 -8.06858 0.0 0.1 0.2
H 5.59746 1.49975 -6.38073 0.0 -0.1 0.1
H 6.34816 0.77037 -7.80784 -0.1 0.1 0.1
H 5.37350 2.25412 -7.95639 0.1 0.0 0.0
O -6.99450 -5.08325 4.96219 -0.5 -3.1 -3.4
P -8.15747 -4.80262 3.97920 -2.0 7.7 5.9
O -7.65306 -3.27074 3.60207 0.9 0.0 -0.9
C -6.53849 -3.12618 2.73992 -0.3 0.4 0.1
C -6.89125 -3.49094 1.31098 0.0 -0.1 -0.2
O -9.26050 -4.37302 5.15040 0.0 -1.4 -1.1
C -9.11106 -4.82640 6.48692 0.2 0.0 0.8
C -8.32490 -3.82366 7.31573 0.1 0.3 0.0
O -9.45684 -4.48908 2.88092 2.1 -3.0 -0.6
C -9.80038 -5.57947 2.03866 -0.7 -0.5 -0.4
C -10.14198 -6.83222 2.82251 -0.2 0.0 0.0
H -5.69898 -3.72815 3.10184 0.1 -0.1 0.1
H -6.23414 -2.07539 2.78001 -0.1 -0.1 0.1
H -7.02925 -4.57245 1.21495 0.0 0.0 -0.1
H -6.08990 -3.19424 0.62671 -0.1 0.1 0.0
H -7.81907 -3.00842 0.99912 0.1 0.0 0.1
H -8.65453 -5.82124 6.51150 0.0 0.2 0.0
H -10.11420 -4.93257 6.91316 0.0 0.1 -0.3
H -7.38872 -3.52787 6.83066 -0.1 -0.3 0.0
H -8.09099 -4.23539 8.30115 -0.1 0.0 -0.1
H -8.90370 -2.90428 7.45049 0.0 -0.2 0.0
H -8.97681 -5.77529 1.34722 -0.1 -0.1 -0.2
H -10.66634 -5.27249 1.44505 0.1 0.1 0.1
H -9.26846 -7.21161 3.36415 0.1 -0.1 0.0
H -10.48962 -7.62321 2.15108 0.1 0.1 0.1
H -10.91782 -6.62743 3.56480 0.0 0.0 -0.1
```
Positions in Å, forces in eV/Å.

Properties
- HOMO energy (eV) = -12.68
- LUMO (eV) = -8.448
- strongest force on any atom (eV Å⁻¹) = 9.992
- total charge = +2
- E_tot (hartree) = -3055.142938
- frontier orbital gap (eV) = 4.228

Results of the Löwdin charge analysis, in e, for atoms 1 through 8:
1 C -0.1115
2 O -0.2455
3 C -0.2460
4 C -0.1571
5 C -0.2014
6 C -0.1887
7 C -0.1663
8 C -0.1430

2.
Computed, not measured: a molecular structure, C31H55NO2PY at a distorted geometry, with ωB97M-V with the def2-TZVPD basis set.

```
91
Properties=species:S:1:pos:R:3:forces:R:3
O -0.40397 -0.22794 -3.58124 -0.3 1.0 -3.0
C -0.84145 0.87969 -4.54687 0.0 0.1 1.3
C -0.65316 0.04603 -5.78406 -0.1 -0.1 0.3
H -0.14154 1.71808 -4.47649 -0.4 -0.1 0.1
H -1.87664 1.19858 -4.36151 0.4 -0.1 0.2
C -0.25852 -1.08505 -4.83737 0.3 -0.5 -0.2
H 0.17077 0.38809 -6.41849 -0.3 -0.1 0.0
H -1.56863 -0.16451 -6.34306 0.3 0.2 -0.1
C 1.15694 -1.52726 -5.11418 0.3 -0.1 0.3
H 1.85612 -0.68586 -5.06688 -0.1 0.0 -0.1
H 1.18285 -1.96698 -6.11962 0.0 0.2 0.2
H 1.49699 -2.27656 -4.40983 0.1 -0.2 0.1
C -1.23709 -2.24475 -4.92631 -0.1 -0.1 0.3
H -2.26858 -1.90448 -4.79023 0.1 0.0 0.0
H -1.03508 -3.03320 -4.19464 -0.1 0.1 -0.3
H -1.13540 -2.68029 -5.93067 -0.1 0.1 0.2
Y -0.37697 -0.29393 -0.97486 1.2 0.7 1.8
C -2.60821 -0.90627 0.07001 -0.5 0.5 0.1
C -2.62452 0.51642 0.12181 -0.3 -0.2 0.0
C -2.68792 1.02232 -1.20711 -0.1 -0.3 0.4
H -2.60779 1.11621 1.03369 0.2 -0.3 -0.7
C -2.78064 -0.09691 -2.07456 -0.5 -0.4 0.1
C -2.70493 -1.28938 -1.29858 -0.8 0.2 -0.3
H -2.84156 -2.31370 -1.67063 0.2 0.6 0.2
H -2.55598 -1.57284 0.93828 0.0 0.3 -0.5
H -2.70421 2.08180 -1.48787 -0.1 -0.5 0.1
H -3.00422 -0.04471 -3.13953 0.3 -0.1 0.4
C 1.08534 -2.38392 0.31203 -0.2 -0.3 -1.1
C 0.12712 -2.85529 -0.63060 0.8 0.2 -0.4
C 0.54848 -2.41918 -1.93233 0.3 -0.7 0.5
H -0.71462 -3.51675 -0.42584 0.2 0.3 0.0
C 1.75705 -1.66768 -1.78386 -0.2 -0.6 0.1
C 2.07652 -1.66219 -0.39973 -0.2 -0.4 -0.1
H 2.98300 -1.25364 0.02965 -0.2 0.2 0.0
H 1.07454 -2.64284 1.36581 -0.1 0.3 -0.4
H 0.04944 -2.68820 -2.85238 0.2 0.1 0.4
H 2.37956 -1.27917 -2.60161 -0.4 -0.1 0.6
O 1.59572 2.41144 -1.64752 -0.1 -0.1 -1.0
C 2.13678 2.28766 -2.98119 -0.2 -0.5 0.2
C 2.32387 3.69426 -3.55641 -0.4 0.0 0.2
H 1.42122 1.67596 -3.55742 0.5 0.2 0.2
H 3.09259 1.73989 -2.93048 -0.2 0.2 0.0
C 2.45544 4.54890 -2.27942 0.7 0.0 -0.1
H 1.44903 3.99757 -4.15211 0.3 -0.1 0.1
H 3.22967 3.72862 -4.17712 -0.4 0.2 0.1
C 1.76546 3.75368 -1.17965 0.1 -0.4 0.5
H 2.05819 5.57102 -2.35208 0.3 -0.3 -0.1
H 3.52804 4.57334 -2.02696 -0.3 0.4 -0.1
H 0.78457 4.14097 -0.88524 0.1 0.0 -0.1
H 2.40584 3.68897 -0.29153 -0.3 0.2 -0.2
C 1.83730 -1.30505 3.60094 0.0 -0.4 0.0
C 0.53652 -0.52245 3.80503 -0.1 0.5 0.2
C -0.63816 -1.46591 3.50792 0.1 -0.2 0.1
C 0.48910 -0.11367 5.29144 0.2 -0.5 0.2
P 0.46968 0.90951 2.58251 -0.7 -0.6 -2.4
N 0.12662 0.43937 1.08362 0.8 1.0 2.1
C -0.81729 2.13695 3.27012 0.5 -0.1 0.3
C -0.41091 2.89235 4.55889 -0.4 0.1 -0.1
C -1.11913 3.12000 2.12814 -0.3 0.3 0.0
C -2.08094 1.34450 3.62714 -0.4 0.3 -0.1
C 2.14170 1.78204 2.75809 0.2 0.0 0.3
C 2.78133 1.76999 4.16470 0.4 0.2 -0.2
C 3.08085 1.10514 1.75363 0.2 0.1 -0.2
C 2.03470 3.24505 2.31233 0.2 0.2 -0.2
H 1.76010 -2.22270 4.19938 0.1 0.0 -0.1
H 2.72776 -0.78205 3.94683 -0.2 -0.2 -0.1
H 1.97733 -1.58309 2.55608 0.1 0.1 0.2
H -0.46044 -2.39993 4.05303 0.0 0.0 -0.1
H -1.59281 -1.06823 3.85843 0.2 -0.1 -0.1
H -0.70263 -1.67422 2.43617 0.0 0.0 0.1
H 1.29664 0.56517 5.57424 -0.4 -0.1 0.0
H -0.46801 0.29239 5.61687 0.1 -0.1 -0.1
H 0.65281 -1.03123 5.86927 -0.1 0.0 0.0
H 0.41557 3.59364 4.43661 -0.1 -0.2 0.0
H -1.28667 3.47661 4.87648 0.1 0.0 0.0
H -0.18756 2.21108 5.38286 0.0 0.3 -0.2
H -1.10517 2.60932 1.16028 0.1 0.0 0.1
H -2.11223 3.56667 2.26096 0.0 0.0 0.1
H -0.40074 3.94312 2.08819 -0.2 -0.1 0.1
H -2.37280 0.64719 2.84133 0.0 0.0 0.2
H -1.96742 0.80061 4.56389 0.0 0.0 -0.1
H -2.91066 2.04797 3.77934 0.1 0.0 -0.1
H 3.03490 0.76917 4.52632 -0.1 0.5 0.0
H 3.73764 2.30535 4.09163 -0.1 0.1 0.0
H 2.18028 2.29318 4.91733 0.1 -0.2 -0.2
H 2.61437 1.10940 0.75948 0.1 -0.1 0.2
H 4.01935 1.67706 1.69769 -0.1 -0.1 0.1
H 3.33958 0.08122 2.03218 -0.1 0.1 -0.1
H 1.40466 3.32498 1.42467 0.1 0.0 0.2
H 1.66787 3.92246 3.09196 0.0 -0.2 -0.3
H 3.03998 3.60185 2.03098 -0.2 -0.1 0.1
```
Positions in Å, forces in eV/Å.

Properties
- HOMO energy (eV) = -6.41
- LUMO (eV) = 0.404
- strongest force on any atom (eV Å⁻¹) = 3.178
- total charge = 0
- E_tot (hartree) = -1799.093217
- frontier orbital gap (eV) = 6.811

Results of the Löwdin charge analysis, in e, for atoms 1 through 8:
1 O -0.2082
2 C -0.1085
3 C -0.0889
4 H 0.0955
5 H 0.1130
6 C -0.5236
7 H 0.1225
8 H 0.1225

3.
Computed, not measured: a molecular structure, C31H55NO5S2Si2Tc at a distorted geometry, with ωB97M-V with the def2-TZVPD basis set.

```
97
Properties=species:S:1:pos:R:3:forces:R:3
Tc -0.21310 0.30080 0.09470 0.8 -0.1 1.2
C 3.26840 0.24280 1.49350 0.0 -0.4 -0.8
Si 2.92590 -0.75320 -0.10550 1.5 0.9 0.0
C 4.16360 -2.18950 -0.22720 -0.7 0.3 0.1
C 3.07190 0.28770 -1.69380 -0.2 -0.4 0.7
N 1.19120 -1.16790 0.06350 -0.7 0.9 -0.2
C 0.65730 -2.40260 0.24250 -0.9 -0.5 0.1
C 1.33970 -3.55150 0.68430 0.0 -0.1 0.0
C 0.68020 -4.74940 0.87220 0.2 0.1 0.0
C -0.67850 -4.86660 0.61300 0.1 0.2 -0.1
C -1.38870 -3.76030 0.16510 -0.2 0.4 -0.1
C -0.73260 -2.55920 -0.00360 0.6 -0.9 0.3
O -1.34770 -1.40160 -0.45600 0.3 0.1 -0.2
C -2.74930 -1.35900 -0.45210 -1.6 0.4 0.0
C -3.47420 -1.78770 -1.55530 0.5 0.0 0.1
C -4.85660 -1.70540 -1.51570 0.0 0.0 0.1
C -5.49620 -1.18430 -0.40210 0.0 0.0 0.1
C -4.76030 -0.73870 0.68440 -0.1 0.0 -0.1
C -3.38010 -0.82820 0.66540 0.5 -0.1 -0.1
H 4.24140 0.71720 1.43930 0.3 0.1 -0.1
H 3.27600 -0.39940 2.36870 0.0 -0.2 0.1
H 2.52190 1.01920 1.63630 -0.1 0.2 0.0
H 5.11370 -1.77990 -0.55850 0.1 0.2 -0.1
H 3.87450 -2.94500 -0.95130 -0.1 -0.1 -0.2
H 4.35610 -2.68020 0.72190 0.0 0.0 0.2
H 4.04280 0.77110 -1.71330 0.3 0.1 0.1
H 2.31410 1.06090 -1.77040 0.0 0.1 0.0
H 3.00880 -0.33080 -2.58390 0.0 -0.2 -0.1
H 2.39040 -3.48920 0.89470 0.2 0.0 0.1
H 1.23340 -5.60540 1.22730 0.1 -0.1 0.0
H -1.18020 -5.81040 0.74860 -0.1 -0.1 0.0
H -2.44240 -3.83380 -0.05230 -0.1 0.0 0.0
H -2.96410 -2.18690 -2.41940 0.1 0.0 -0.1
H -5.43710 -2.04820 -2.35640 0.0 0.0 -0.1
H -6.57160 -1.12310 -0.37310 -0.1 0.0 0.0
H -5.26210 -0.33340 1.54830 0.0 0.1 0.1
H -2.77840 -0.50670 1.50610 -0.1 0.0 0.1
C -0.37520 -2.51690 4.09310 0.1 0.0 -0.1
C -0.30840 -1.07380 4.54880 0.2 0.0 -0.5
S 0.51200 -0.06580 3.25660 -0.5 0.5 1.4
O -0.55240 -0.08890 2.14080 -0.5 0.1 -1.7
C 0.27810 1.60590 3.99360 0.4 -0.2 -0.1
C 1.55450 2.03230 4.69540 0.1 -0.1 0.0
H -0.88330 -3.11790 4.84370 0.0 0.0 0.0
H 0.62170 -2.92380 3.94060 0.1 -0.1 0.0
H -0.92760 -2.59950 3.16000 -0.1 -0.1 -0.1
H 0.30240 -0.96200 5.44250 0.1 0.1 0.1
H -1.30110 -0.66540 4.72670 0.0 0.2 -0.1
H -0.56640 1.58100 4.68090 -0.1 -0.1 -0.2
H 0.05190 2.25900 3.14740 0.0 -0.1 -0.1
H 1.76600 1.38410 5.54210 0.1 0.0 0.1
H 1.45640 3.04900 5.07090 -0.1 0.0 0.0
H 2.39870 2.00470 4.01030 0.1 0.0 0.0
C -2.55130 4.37050 2.22250 0.3 0.1 -0.1
C -1.30220 5.24530 2.26650 -0.4 0.2 0.5
C -1.58980 6.62340 1.68680 0.1 -0.2 0.0
C -0.77880 5.35780 3.69690 0.0 0.0 -0.4
O -0.26010 4.59230 1.50150 0.3 0.0 0.1
Si 0.07610 4.58030 -0.06000 -0.1 -0.3 0.1
S 0.43610 2.34440 -0.33370 -0.2 -1.1 -0.1
O -1.18540 4.88790 -0.96940 0.0 0.0 0.3
C -1.45820 5.25070 -2.33830 -0.3 0.2 -0.7
C -1.10720 4.06730 -3.23370 -0.1 0.2 0.3
C -2.95410 5.55360 -2.39440 0.3 -0.1 0.1
C -0.64440 6.47900 -2.72660 -0.1 -0.2 0.2
O 1.46750 5.11960 -0.58060 -0.3 0.1 -0.2
C 2.73590 5.57930 -0.07640 0.6 0.3 0.1
C 3.22710 4.63720 1.01860 -0.2 0.1 -0.3
C 3.67020 5.57030 -1.28290 -0.2 0.0 0.2
C 2.54450 6.99390 0.45970 -0.1 -0.3 -0.2
H -3.32230 4.80850 2.84940 -0.1 0.0 0.0
H -2.32540 3.37160 2.59110 0.0 -0.1 0.1
H -2.91740 4.29690 1.20230 -0.1 0.0 -0.1
H -2.34050 7.12870 2.28630 -0.1 0.1 0.1
H -1.95720 6.53020 0.67030 -0.1 0.1 -0.1
H -0.68810 7.22900 1.67420 0.2 0.1 0.1
H -1.47010 5.94760 4.29020 -0.1 0.0 0.1
H 0.19140 5.84630 3.71420 0.1 0.1 0.0
H -0.68760 4.37590 4.15320 0.0 -0.2 0.1
H -1.67930 3.18870 -2.94210 -0.1 -0.1 0.0
H -0.04640 3.84210 -3.15330 0.2 -0.1 -0.1
H -1.34020 4.31120 -4.26530 0.0 0.0 -0.1
H -3.53480 4.69700 -2.06130 0.0 -0.1 0.0
H -3.23810 5.79070 -3.41440 -0.1 0.0 -0.1
H -3.19810 6.40430 -1.76350 0.0 0.1 0.1
H 0.41760 6.26860 -2.64850 0.2 0.0 -0.1
H -0.88500 7.31720 -2.07840 0.0 0.1 0.1
H -0.87470 6.75910 -3.75040 0.0 0.0 -0.1
H 3.35960 3.63320 0.62160 0.1 -0.1 -0.1
H 2.50300 4.60380 1.82890 -0.1 0.0 0.2
H 4.17730 4.99300 1.40570 0.1 0.0 0.1
H 3.76320 4.56350 -1.68250 0.0 -0.1 0.0
H 4.65440 5.92930 -1.00170 0.2 0.0 0.1
H 3.27600 6.21810 -2.06140 0.0 0.1 -0.1
H 1.84730 6.98870 1.29350 -0.1 0.0 0.2
H 2.14970 7.63810 -0.32130 0.0 0.1 -0.1
H 3.49340 7.40040 0.79550 0.1 0.1 0.1
```
Positions in Å, forces in eV/Å.

Properties
- HOMO energy (spin up / spin down) (eV) = -13.72 / -14.13
- LUMO (spin up / spin down) (eV) = -6.865 / -7.637
- strongest force on any atom (eV Å⁻¹) = 1.800
- total charge = +2
- E_tot (hartree) = -3100.998498
- frontier orbital gap (spin up / spin down) (eV) = 6.856 / 6.490
- multiplicity = 4

Results of the Löwdin charge analysis, in e, for atoms 1 through 8:
1 Tc 1.1774
2 C -0.1880
3 Si 0.5185
4 C -0.1606
5 C -0.1684
6 N -0.1341
7 C -0.2791
8 C 0.0025